{"formula": "C6H15N2", "method": "ωB97M-V/def2-TZVPD", "total_charge": 0, "e_above_lowest_kcal_mol": 75.14, "spin_multiplicity": 2, "fmax_ev_per_a": 1.90, "homo_lumo_gap_ev": [3.446, 7.313], "s2": 0.75, "elements": ["C", "C", "N", "N", "H", "H", "H", "H", "H", "H", "H", "C", "C", "C", "C", "H", "H", "H", "H", "H", "H", "H", "H"], "positions_angstrom": [[-0.51, 2.10, -0.17], [0.55, 2.85, -0.61], [0.41, 3.65, -1.77], [-0.32, 1.18, 0.95], [-1.33, 1.78, -0.82], [1.51, 2.90, -0.12], [1.28, 3.94, -2.16], [-0.16, 3.22, -2.49], [-0.05, 0.24, 0.65], [-1.18, 1.08, 1.51], [0.40, 1.54, 1.59], [-0.53, -2.47, 2.15], [0.18, -2.06, 0.89], [-0.35, -1.77, -0.31], [0.45, -1.62, -1.57], [-1.61, -2.56, 2.02], [-0.14, -3.42, 2.53], [-0.36, -1.72, 2.93], [1.27, -2.13, 0.92], [-1.42, -1.89, -0.42], [1.52, -1.61, -1.37], [0.24, -2.49, -2.20], [0.17, -0.74, -2.14]]}

***

{"formula": "C6H15N2", "method": "ωB97M-V/def2-TZVPD", "total_charge": 1, "e_above_lowest_kcal_mol": 258.67, "fmax_ev_per_a": 5.91, "homo_lumo_gap_ev": 4.376, "elements": ["C", "C", "C", "N", "C", "C", "C", "N", "H", "H", "H", "H", "H", "H", "H", "H", "H", "H", "H", "H", "H", "H", "H"], "positions_angstrom": [[-2.05, -1.09, -0.16], [-1.21, -0.58, 1.25], [-0.72, 0.88, 0.95], [1.62, -1.05, 0.64], [1.93, 0.37, 0.20], [0.47, 0.89, -0.13], [2.81, 0.30, -1.18], [-2.47, 0.16, -1.07], [-2.75, -1.86, 0.30], [-1.30, -1.73, -0.66], [-1.90, -0.49, 2.09], [-0.44, -1.34, 1.28], [-0.48, 1.63, 1.71], [-1.63, 1.37, 0.29], [2.28, -1.34, 1.29], [2.42, 1.04, 0.96], [0.52, 1.98, -0.35], [3.54, -0.54, -1.27], [2.15, 0.22, -2.08], [3.38, 1.21, -1.38], [0.02, 0.33, -1.03], [-2.98, -0.28, 0.06], [-3.23, -0.09, -1.72]]}

***

{"formula": "C6H15N2O2", "method": "ωB97M-V/def2-TZVPD", "total_charge": 1, "e_above_lowest_kcal_mol": 135.69, "smiles": "CC[N+](C)(C)[C@@H](C)[N+](=O)[O-]", "fmax_ev_per_a": 4.44, "homo_lumo_gap_ev": 11.362, "elements": ["C", "C", "C", "C", "C", "C", "N", "N", "O", "O", "H", "H", "H", "H", "H", "H", "H", "H", "H", "H", "H", "H", "H", "H", "H"], "positions_angstrom": [[0.50, 2.44, -0.17], [-0.88, -1.77, -1.12], [1.58, -0.39, -0.55], [0.43, -1.11, 1.49], [0.38, 1.27, 0.89], [-0.79, -0.37, -0.62], [-2.14, 0.07, -0.09], [0.33, -0.15, 0.26], [-2.84, 0.57, -0.93], [-2.45, 0.06, 1.08], [1.33, 2.51, -0.78], [-0.36, 2.48, -0.82], [0.41, 3.37, 0.43], [0.04, -1.94, -1.70], [-0.90, -2.50, -0.27], [-1.72, -1.94, -1.78], [1.43, -0.03, -1.58], [2.42, 0.01, 0.01], [1.73, -1.46, -0.78], [-0.33, -0.85, 2.24], [0.25, -2.13, 1.19], [1.36, -1.09, 2.12], [-0.47, 1.41, 1.45], [1.33, 1.23, 1.46], [-0.64, 0.31, -1.44]]}

***

{"formula": "C6H15N2O2P", "method": "ωB97M-V/def2-TZVPD", "total_charge": 0, "e_above_lowest_kcal_mol": 13.92, "smiles": "CCCCCN([PH2]=N)C(=O)O", "fmax_ev_per_a": 0.82, "homo_lumo_gap_ev": 10.071, "elements": ["C", "C", "C", "C", "C", "N", "P", "N", "C", "O", "O", "H", "H", "H", "H", "H", "H", "H", "H", "H", "H", "H", "H", "H", "H", "H"], "positions_angstrom": [[-0.63, 0.98, -1.97], [-1.83, 0.12, -1.57], [-1.55, -1.03, -0.59], [-1.57, -0.67, 0.90], [-0.22, -0.41, 1.60], [0.87, 0.03, 0.70], [1.70, 1.44, 1.20], [3.19, 1.57, 0.82], [1.66, -0.94, 0.06], [2.25, -0.75, -0.97], [1.68, -2.12, 0.72], [-0.12, 1.41, -1.10], [0.09, 0.40, -2.53], [-0.96, 1.81, -2.60], [-2.62, 0.74, -1.16], [-2.22, -0.33, -2.49], [-0.62, -1.53, -0.87], [-2.34, -1.77, -0.75], [-2.24, 0.18, 1.05], [-2.02, -1.51, 1.44], [0.10, -1.30, 2.15], [-0.35, 0.37, 2.35], [0.81, 2.46, 0.79], [1.47, 1.36, 2.58], [3.39, 2.28, 0.13], [2.07, -2.76, 0.12]]}

***

{"formula": "C6H15N2O3", "method": "ωB97M-V/def2-TZVPD", "total_charge": -1, "fmax_ev_per_a": 0.88, "homo_lumo_gap_ev": 5.743, "elements": ["N", "C", "C", "C", "N", "C", "O", "O", "H", "H", "H", "H", "H", "H", "H", "H", "H", "H", "C", "C", "O", "H", "H", "H", "H", "H"], "positions_angstrom": [[0.99, -2.78, 0.87], [1.31, -1.91, -0.28], [0.17, -0.95, -0.65], [-0.62, -0.38, 0.53], [-2.10, -0.51, 0.40], [-2.76, -1.69, 0.55], [-3.87, -1.83, 1.03], [-2.10, -2.75, 0.00], [0.01, -3.05, 0.81], [1.53, -3.63, 0.82], [2.20, -1.31, -0.04], [1.55, -2.50, -1.17], [-0.49, -1.42, -1.38], [0.63, -0.07, -1.12], [-0.40, 0.69, 0.54], [-0.31, -0.79, 1.49], [-2.58, 0.13, 1.01], [-2.69, -3.50, 0.17], [1.47, 4.11, -0.89], [0.92, 2.96, -0.01], [1.39, 1.74, -0.33], [1.21, 3.92, -1.93], [1.06, 5.08, -0.59], [2.56, 4.14, -0.81], [-0.20, 3.05, -0.08], [1.14, 3.26, 1.05]]}

***

{"formula": "C6H15N2S", "method": "ωB97M-V/def2-TZVPD", "total_charge": 1, "e_above_lowest_kcal_mol": 45.05, "smiles": "C[NH+](C)C(C)(C)C(N)=S", "fmax_ev_per_a": 4.96, "homo_lumo_gap_ev": 9.024, "elements": ["C", "C", "C", "C", "C", "C", "N", "N", "S", "H", "H", "H", "H", "H", "H", "H", "H", "H", "H", "H", "H", "H", "H", "H"], "positions_angstrom": [[1.70, 0.50, 0.25], [0.27, -0.17, -1.72], [-0.38, 1.75, -0.38], [-1.94, -0.50, 0.60], [-0.21, -2.04, 0.52], [0.25, 0.36, -0.28], [2.04, 1.54, 1.05], [-0.49, -0.60, 0.66], [2.78, -0.64, -0.18], [-0.64, 0.03, -2.40], [0.55, -1.27, -1.68], [1.10, 0.42, -2.24], [-1.42, 1.62, -0.92], [0.16, 2.44, -1.05], [-0.59, 2.11, 0.66], [-2.18, -0.70, -0.35], [-2.43, -1.28, 1.39], [-2.38, 0.52, 0.76], [-0.04, -2.38, -0.51], [0.71, -2.29, 1.13], [-1.07, -2.74, 0.77], [1.44, 2.34, 1.11], [3.03, 1.42, 1.23], [-0.27, -0.43, 1.57]]}

***

{"formula": "C6H15N2S2", "method": "ωB97M-V/def2-TZVPD", "total_charge": 1, "e_above_lowest_kcal_mol": 42.21, "fmax_ev_per_a": 1.76, "homo_lumo_gap_ev": 4.395, "elements": ["C", "N", "C", "N", "H", "H", "H", "H", "H", "H", "H", "H", "C", "C", "S", "C", "S", "C", "H", "H", "H", "H", "H", "H", "H"], "positions_angstrom": [[0.48, -0.93, 1.88], [-0.03, 0.23, 1.17], [0.40, 1.49, 1.76], [-1.42, 0.18, 1.04], [1.57, -0.88, 1.87], [0.16, -0.96, 2.94], [0.14, -1.85, 1.38], [1.50, 1.51, 1.73], [0.01, 2.34, 1.20], [0.10, 1.59, 2.81], [-1.76, 0.89, 0.41], [-1.74, -0.77, 0.88], [-3.25, -0.28, -4.72], [-3.75, -1.27, -3.67], [-3.45, -0.80, -1.92], [-1.82, -0.38, -1.90], [-1.11, 0.56, -3.10], [-1.73, -0.21, -4.64], [-3.52, -0.68, -5.70], [-3.72, 0.71, -4.61], [-4.84, -1.38, -3.72], [-3.27, -2.24, -3.81], [-1.19, -0.63, -1.04], [-1.30, -1.22, -4.71], [-1.32, 0.43, -5.43]]}

***

{"formula": "C6H15N3", "method": "ωB97M-V/def2-TZVPD", "total_charge": 0, "e_above_lowest_kcal_mol": 56.87, "smiles": "C[C@@H]1CNC[C@](C)(N)N1", "fmax_ev_per_a": 3.94, "homo_lumo_gap_ev": 8.221, "elements": ["C", "C", "C", "C", "C", "C", "N", "N", "N", "H", "H", "H", "H", "H", "H", "H", "H", "H", "H", "H", "H", "H", "H", "H"], "positions_angstrom": [[0.76, -0.57, 0.47], [-0.18, 0.67, -1.43], [-0.92, -0.15, 1.18], [-1.83, 0.33, -0.75], [1.16, -2.01, 0.78], [0.26, 2.07, -1.09], [0.65, -0.36, -0.93], [-2.17, -0.30, 0.50], [1.62, 0.41, 1.08], [0.45, -1.24, -1.40], [-2.41, -1.28, 0.39], [-0.29, 0.53, -2.51], [1.53, 0.40, 2.09], [2.59, 0.24, 0.84], [-0.87, -0.80, 2.05], [-0.77, 0.88, 1.51], [-2.24, -0.30, -1.55], [-2.27, 1.32, -0.81], [0.50, -2.73, 0.29], [2.19, -2.21, 0.45], [1.12, -2.19, 1.85], [0.39, 2.20, -0.02], [1.22, 2.30, -1.55], [-0.48, 2.79, -1.46]]}

***

{"formula": "C6H15N3", "method": "ωB97M-V/def2-TZVPD", "total_charge": 0, "e_above_lowest_kcal_mol": 9.11, "smiles": "[H]/N=C(/C)N/C(C)=N/[H].CC", "fmax_ev_per_a": 0.90, "homo_lumo_gap_ev": 10.054, "elements": ["C", "C", "C", "C", "N", "H", "H", "H", "H", "H", "H", "H", "H", "H", "C", "C", "N", "N", "H", "H", "H", "H", "H", "H"], "positions_angstrom": [[0.68, 2.32, 0.30], [0.26, -2.81, -0.65], [1.51, 1.70, -0.82], [0.72, -1.80, 0.33], [1.89, -1.85, 0.78], [2.14, -1.13, 1.46], [1.13, 3.26, 0.62], [-0.33, 2.52, -0.04], [-0.62, -3.33, -0.26], [-0.02, -2.32, -1.58], [1.06, -3.52, -0.83], [1.63, 2.41, -1.64], [2.50, 1.43, -0.46], [1.03, 0.81, -1.21], [-2.25, 0.47, 0.74], [-1.17, -0.25, -0.03], [-0.25, -0.88, 0.76], [-1.07, -0.32, -1.29], [-0.06, -0.44, 1.66], [0.64, 1.66, 1.16], [-1.81, 0.16, -1.80], [-1.86, 0.99, 1.61], [-2.98, -0.26, 1.08], [-2.76, 1.19, 0.10]]}

***

{"formula": "C6H15N3", "method": "ωB97M-V/def2-TZVPD", "total_charge": 0, "e_above_lowest_kcal_mol": 103.32, "smiles": "[H]/N=C\\N(C)C.C=C(C)N", "fmax_ev_per_a": 4.19, "homo_lumo_gap_ev": 8.322, "elements": ["C", "C", "N", "C", "N", "H", "H", "H", "H", "H", "H", "H", "H", "C", "C", "N", "C", "H", "H", "H", "H", "H", "H", "H"], "positions_angstrom": [[-1.08, 1.46, -1.36], [0.85, 1.80, 0.07], [-0.38, 1.07, -0.16], [-1.31, 0.56, 1.13], [-0.97, 0.66, 2.36], [-0.01, 0.38, 2.55], [-2.34, 0.80, 0.87], [-1.16, 2.54, -1.45], [-0.59, 1.05, -2.26], [1.66, 1.35, -0.52], [1.11, 1.80, 1.13], [0.75, 2.83, -0.27], [-2.11, 1.09, -1.34], [1.59, -1.31, 0.62], [0.38, -1.24, -0.29], [-0.91, -1.26, 0.47], [0.42, -1.91, -1.47], [-0.86, -1.64, 1.41], [-1.66, -1.61, -0.11], [1.98, -2.33, 0.68], [2.37, -0.66, 0.23], [1.40, -0.96, 1.63], [1.31, -2.45, -1.78], [-0.45, -2.01, -2.11]]}